1.
Density functional theory data (ωB97M-V with the def2-TZVPD basis set) for a single C4H5NO2 molecule.

The geometry in XYZ format:
```
12
Properties=species:S:1:pos:R:3:mulliken_charge:R:1
O 2.3427 0.9010 -1.1527 -0.4602
C 1.1421 0.8691 -1.0472 -0.1739
C 0.4231 -0.2661 -0.3641 0.3652
C 0.0732 0.0863 1.0961 -0.5982
N -1.2582 -0.4996 1.2909 -0.4818
C -1.6864 -0.7318 0.1243 0.0670
O -0.8707 -0.5007 -0.9428 -0.3876
H 0.4921 1.7067 -1.3757 0.3604
H 1.0198 -1.1813 -0.4441 0.2849
H 0.8178 -0.2866 1.8012 0.3290
H -0.0139 1.1731 1.2361 0.3088
H -2.6737 -1.1032 -0.1326 0.3865
```

## Properties
- Structure (SMILES): O=C[C@H]1CN=CO1
- Total energy: -9813.0549 eV
- Frontier orbital gap: 0.4040 Ha
- Relative energy (zero: lowest compared OMol25 entry of this formula, charge and spin): 1.2599 eV



2.
Density functional theory data (ωB97M-V with the def2-TZVPD basis set) for a molecular structure, C4H5NO2.

The geometry in XYZ format:
```
12
Properties=species:S:1:pos:R:3:mulliken_charge:R:1
N 0.4385 1.2666 1.0366 -0.6219
C 0.1589 0.2432 0.1027 0.3760
C -1.1743 0.0999 -0.6179 -0.7139
C -0.6638 -1.0226 0.1960 -0.0351
O 0.3088 -1.7700 -0.5699 -0.3578
C 1.1603 -0.6799 -0.5461 0.5045
O 2.3194 -0.6506 -0.8234 -0.5503
H 0.4002 2.1843 0.6078 0.2517
H 1.3710 1.1419 1.4193 0.2803
H -1.9791 0.6661 -0.1545 0.2776
H -1.2182 0.0219 -1.7016 0.2372
H -1.1216 -1.5007 1.0511 0.3518
```

## Properties
- Total energy: -9812.4435 eV
- Frontier orbital gap: 0.3859 Ha
- Relative energy (zero: lowest compared OMol25 entry of this formula, charge and spin): 1.8713 eV



3.
Density functional theory data (ωB97M-V with the def2-TZVPD basis set) for a molecular structure, C4H5NO2.

The geometry in XYZ format:
```
12
Properties=species:S:1:pos:R:3:mulliken_charge:R:1
C -0.9257 -0.9995 -0.3515 0.0701
N 0.0716 -1.5229 0.3556 -0.6685
C 1.3969 -0.2687 -0.1539 0.6651
C 0.6134 0.8277 -0.3579 -0.0916
C 0.3212 1.9841 0.1923 -0.7256
O -1.9323 -0.3959 0.2624 -0.3944
O 2.4168 -0.7864 -0.4543 -0.4664
H -1.7044 -0.3303 1.2053 0.3878
H 0.4899 -2.3149 -0.1279 0.2952
H -1.1257 -1.1849 -1.4034 0.3984
H 0.8694 2.4025 1.0335 0.2604
H -0.4911 2.5891 -0.2003 0.2696
```

## Properties
- Total energy: -9810.1230 eV
- Frontier orbital gap (spin up / spin down): 0.3204 / 0.3205 Ha
- Relative energy (zero: lowest compared OMol25 entry of this formula, charge and spin): 4.1918 eV



4.
Density functional theory data (ωB97M-V with the def2-TZVPD basis set) for a molecular structure, C4H5NO2.

The geometry in XYZ format:
```
12
Properties=species:S:1:pos:R:3:mulliken_charge:R:1
C 0.2047 0.5945 -0.0364 -0.0821
C -0.4034 0.4997 -1.3959 -1.1085
C -0.6599 -0.4725 1.7088 0.7092
C 0.9998 -0.8358 0.5715 0.0382
O 1.6049 0.3210 0.1285 -0.4071
N 0.4359 -1.0523 1.8369 -0.5178
O -1.8227 -0.3081 1.8184 -0.4145
H -0.0520 1.5052 0.4961 0.4741
H 1.4475 -1.7075 0.0953 0.4139
H -0.2402 -0.4708 -1.8661 0.2917
H -1.4849 0.6428 -1.2966 0.2950
H -0.0297 1.2837 -2.0605 0.3079
```

## Properties
- Total energy: -9810.4669 eV
- Frontier orbital gap: 0.3575 Ha
- Relative energy (zero: lowest compared OMol25 entry of this formula, charge and spin): 3.8479 eV



5.
Density functional theory data (ωB97M-V with the def2-TZVPD basis set) for a single C4H5NO2 molecule.

The geometry in XYZ format:
```
12
Properties=species:S:1:pos:R:3:mulliken_charge:R:1
N -2.2493 -0.2342 -0.4208 -0.5203
C -0.9215 0.0547 -0.1107 0.1802
C 0.1981 -0.7152 -0.1641 -0.4470
C 1.2896 0.1700 0.1066 0.7486
O 2.6105 -0.1527 0.1546 -0.5340
C 0.7641 1.3999 0.3166 -0.6400
O -0.6031 1.3415 0.1625 -0.3739
H -2.8935 -0.2247 0.3614 0.2402
H -2.3221 -1.1101 -0.9210 0.2357
H 0.2474 -1.7728 -0.3840 0.3446
H 2.6723 -1.1020 0.3122 0.3086
H 1.2075 2.3456 0.5867 0.4573
```

## Properties
- Structure (SMILES): Nc1cc(O)co1
- Total energy: -9813.1382 eV
- Frontier orbital gap: 0.3209 Ha
- Relative energy (zero: lowest compared OMol25 entry of this formula, charge and spin): 1.1766 eV



6.
Density functional theory data (ωB97M-V with the def2-TZVPD basis set) for a molecular structure, C4H5NO2.

The geometry in XYZ format:
```
12
Properties=species:S:1:pos:R:3:mulliken_charge:R:1
O 0.6752 -1.2530 -0.9397 -0.4032
C 1.3270 -0.2706 -0.5656 -0.0238
C 0.8067 0.6359 0.4140 -0.1134
C -0.6170 1.1954 0.2217 -0.3056
N -0.3853 0.1009 1.0854 -0.5300
C -0.8116 -1.3540 0.0156 0.2345
O -1.7460 -1.3233 -0.7284 -0.5000
H 2.3278 -0.1644 -0.9782 0.4238
H 1.5287 1.2974 0.9074 0.3625
H -1.3062 0.9717 -0.5976 0.2584
H -0.5975 2.2402 0.5363 0.2517
H -0.4862 -2.1681 0.6637 0.3450
```

## Properties
- Total energy: -9810.4763 eV
- Frontier orbital gap: 0.3333 Ha
- Relative energy (zero: lowest compared OMol25 entry of this formula, charge and spin): 3.8385 eV



7.
Density functional theory data (ωB97M-V with the def2-TZVPD basis set) for a single C4H5NO2 molecule.

The geometry in XYZ format:
```
12
Properties=species:S:1:pos:R:3:mulliken_charge:R:1
N -2.6238 -0.9469 -0.0720 -0.4855
C -1.3131 -0.6853 -0.0378 0.3890
C -0.1212 -0.4620 -0.0102 -0.6805
C 1.1964 0.1348 -0.2427 0.4859
O 2.2333 -0.3538 0.5868 -0.5161
C 1.1099 1.6414 0.0206 -0.0437
O 0.5819 2.4203 -0.7284 -0.4592
H -3.1905 -0.7256 0.7308 0.2275
H -2.9564 -1.6879 -0.6675 0.2242
H 1.4435 0.0051 -1.3075 0.1918
H 2.0622 -1.2887 0.7501 0.3360
H 1.5778 1.9486 0.9777 0.3305
```

## Properties
- Structure (SMILES): NC#C[C@H](O)C=O
- Total energy: -9811.4636 eV
- Frontier orbital gap: 0.3538 Ha
- Relative energy (zero: lowest compared OMol25 entry of this formula, charge and spin): 2.8512 eV



8.
Density functional theory data (ωB97M-V with the def2-TZVPD basis set) for 2 unconnected molecules or ions with the total composition C4H5NO2.

The geometry in XYZ format:
```
12
Properties=species:S:1:pos:R:3:mulliken_charge:R:1
O 2.3538 -0.2505 2.1125 -0.4507
C 1.2741 -0.1273 1.6739 0.7089
N 0.1194 -0.1093 1.3148 -0.4288
C -0.6741 0.6530 0.3884 -0.5983
C -0.1558 0.5779 -1.0271 0.1861
O 1.2383 0.9393 -1.2105 -0.1785
C 0.9874 -0.3160 -1.4114 -0.2822
H -0.8426 -2.1760 -0.3703 -0.2386
H -0.7381 1.6978 0.7198 0.3446
H -1.6905 0.2474 0.3951 0.3086
H -0.8057 0.9681 -1.8069 0.3957
H -1.3453 -2.5045 -0.8087 0.2332
```

## Properties
- Total energy: -9809.6453 eV
- Frontier orbital gap: 0.3760 Ha
- Relative energy (zero: lowest compared OMol25 entry of this formula, charge and spin): 4.6695 eV



9.
Density functional theory data (ωB97M-V with the def2-TZVPD basis set) for 2 unconnected molecules or ions with the total composition C4H5NO2.

The geometry in XYZ format:
```
12
Properties=species:S:1:pos:R:3:mulliken_charge:R:1
O -2.6537 1.7027 0.8639 -0.2522
C -1.6391 1.5095 0.3415 -0.1528
C -0.8242 -0.4062 0.4548 -0.4114
C -0.3958 -0.6930 -0.9157 -0.3148
N 0.4565 0.2216 -0.1241 -0.0088
C 1.7580 -0.1628 0.2987 0.0354
O 2.2460 -1.2270 0.0443 -0.4366
H 0.1746 1.2361 -0.2011 0.4090
H -0.5793 -1.1574 1.2061 0.2634
H -0.8845 -0.1592 -1.7347 0.2300
H 0.1066 -1.6163 -1.1962 0.2754
H 2.2455 0.6180 0.9027 0.3635
```

## Properties
- Total energy: -9809.7932 eV
- Frontier orbital gap: 0.3034 Ha
- Relative energy (zero: lowest compared OMol25 entry of this formula, charge and spin): 4.5216 eV



10.
Density functional theory data (ωB97M-V with the def2-TZVPD basis set) for a single C4H5NO2 molecule.

The geometry in XYZ format:
```
12
Properties=species:S:1:pos:R:3:mulliken_charge:R:1
O 0.4314 1.6571 1.2633 -0.4389
C -0.6199 1.1256 0.9975 -0.0043
C -0.7398 -0.2855 0.5059 -0.0151
C -0.6857 -0.5324 -0.9738 -0.5007
N 0.3860 -0.9429 -0.1097 -0.2353
C 1.6578 -0.3704 -0.2511 0.1673
O 2.1142 -0.0372 -1.3166 -0.5005
H -1.5898 1.6573 1.1053 0.3377
H -1.3931 -0.9160 1.1122 0.3363
H -0.4843 0.3090 -1.6352 0.2598
H -1.2957 -1.3278 -1.3915 0.2443
H 2.2188 -0.3369 0.6937 0.3494
```

## Properties
- Structure (SMILES): O=C[C@H]1CN1C=O
- Total energy: -9812.3802 eV
- Frontier orbital gap: 0.3881 Ha
- Relative energy (zero: lowest compared OMol25 entry of this formula, charge and spin): 1.9346 eV



11.
Density functional theory data (ωB97M-V with the def2-TZVPD basis set) for a single C4H5NO2 molecule.

The geometry in XYZ format:
```
12
Properties=species:S:1:pos:R:3:mulliken_charge:R:1
O -1.6238 -2.0679 0.2752 -0.4807
C -1.0134 -1.1500 -0.2145 -0.0857
C 0.2899 -0.6871 0.3879 0.0972
C 1.2851 -0.0204 -0.4993 -0.4382
N 0.6555 0.7054 0.5873 -0.2459
C -0.3628 1.6570 0.5105 0.1101
O -1.5333 1.3628 0.4526 -0.4739
H -1.3255 -0.6988 -1.1789 0.3083
H 0.6059 -1.3109 1.2177 0.3468
H 0.9545 0.2036 -1.5143 0.2484
H 2.3404 -0.2544 -0.3905 0.2342
H -0.0296 2.6991 0.6427 0.3794
```

## Properties
- Structure (SMILES): O=C[C@H]1CN1C=O
- Total energy: -9812.1990 eV
- Frontier orbital gap: 0.3874 Ha
- Relative energy (zero: lowest compared OMol25 entry of this formula, charge and spin): 2.1158 eV



12.
Density functional theory data (ωB97M-V with the def2-TZVPD basis set) for a molecular structure, C4H5NO2.

The geometry in XYZ format:
```
12
Properties=species:S:1:pos:R:3:mulliken_charge:R:1
O 1.0899 2.3709 -0.1165 -0.5080
C 0.6937 1.2448 -0.0358 0.2058
N 1.4008 0.0386 -0.0939 -0.4682
C 0.4838 -1.0088 -0.6032 -0.4306
C -0.8927 -0.6096 -0.0836 -0.0450
O -0.8351 -0.4324 1.3231 -0.4093
C -0.7719 0.7442 0.4640 -0.1893
H 0.8863 0.2087 0.9327 0.3844
H 0.8166 -1.9812 -0.2269 0.2884
H 0.4740 -1.0524 -1.6986 0.2940
H -1.8068 -0.9985 -0.5139 0.4266
H -1.5387 1.4757 0.6525 0.4513
```

## Properties
- Total energy: -9810.5683 eV
- Frontier orbital gap: 0.3905 Ha
- Relative energy (zero: lowest compared OMol25 entry of this formula, charge and spin): 3.7465 eV